24
Properties=species:S:1:pos:R:3 method="wB97M-V/def2-TZVPD" lumo_ev="-0.872 / -0.872" e_above_lowest_kcal_mol=124.8 homo_ev="-7.62 / -7.62" e_tot_ha=-898.5900 homo_lumo_gap_ha="0.248 / 0.248"
C 2.5384 2.0298 -0.5282
C 1.8058 0.9018 -1.0561
S 1.6354 -0.4939 0.2132
O 2.9928 -0.9736 0.3656
C 0.6930 -0.2566 1.5860
C -0.8146 -0.1015 1.2560
C -1.3832 -0.7398 0.1497
C -2.6594 -0.6709 -0.3003
C -3.7133 0.0785 0.3307
O -4.8063 0.3209 -0.0732
C -0.6118 -1.6493 -0.6906
C 0.7234 -1.7141 -0.6463
H 2.1615 2.0800 0.6105
H 3.6478 1.7679 -0.5532
H 2.3363 3.0616 -0.8818
H 2.3509 0.3579 -1.8606
H 0.8066 1.0195 -1.4472
H 1.0095 -0.1827 2.6402
H -1.4775 -0.2870 2.1962
H -1.0029 1.0142 1.2176
H -3.0688 -1.1453 -1.1912
H -3.3835 0.3277 1.2688
H -1.1713 -2.4089 -1.3270
H 1.3912 -2.3360 -1.2788